The following is a quantum chemistry calculation of a molecular structure, C28H23F4N8Pt in a non-equilibrium geometry, from OMol25.

```
64
Properties=species:S:1:pos:R:3
Pt 0.2867 0.4422 0.8881
C 3.4721 0.6065 0.6122
N 2.3015 1.2982 0.0868
C 2.3147 1.2782 -1.3677
C 2.1682 2.6631 0.6011
C 1.8507 2.6962 2.0993
N 0.9348 1.6471 2.4716
C 0.5002 1.5315 3.7362
C -0.3128 0.4190 4.0975
F -0.6027 -0.4872 3.1236
C -0.7905 0.2146 5.3758
F -1.5086 -0.8645 5.6246
C -0.5089 1.1249 6.3932
C 0.2806 2.2276 6.0925
F 0.5811 3.0974 7.0309
C 0.7789 2.4355 4.8093
F 1.5344 3.5099 4.5871
H 4.3896 1.0921 0.2639
H 3.4870 -0.4225 0.2577
H 3.4822 0.6093 1.6986
H 3.2144 1.7735 -1.7524
H 1.4441 1.7932 -1.7749
H 2.3261 0.2506 -1.7270
H 1.3578 3.1426 0.0447
H 3.0851 3.2379 0.4214
H 1.4348 3.6852 2.3288
H 2.7689 2.6175 2.6964
H -0.8796 0.9688 7.3960
C -3.4824 3.0556 0.6238
C -2.1378 2.7478 0.8515
N -1.5349 1.7886 0.1644
C -2.2316 1.1300 -0.7766
C -3.5846 1.4488 -0.9852
N -4.1573 2.3871 -0.2809
C -1.5708 0.0024 -1.4357
C -1.8450 -0.4209 -2.7308
C -1.2110 -1.5584 -3.2421
C -0.4094 -2.2948 -2.3608
C -0.1790 -1.8183 -1.0780
N -0.6869 -0.6459 -0.6554
C 0.5553 -2.5412 -0.0382
C 0.6036 -3.9420 0.0443
N 1.1880 -4.5163 1.0612
C 1.7431 -3.8040 2.0100
C 1.7036 -2.4056 1.9467
N 1.1087 -1.8030 0.9342
C -1.3825 -1.9708 -4.6500
C -0.3423 -2.5959 -5.3471
C -0.5539 -2.9560 -6.6752
N -1.7032 -2.7145 -7.2330
C -2.7085 -2.1358 -6.6441
C -2.5903 -1.7381 -5.3152
H -4.0030 3.8278 1.1763
H -1.5648 3.2971 1.5817
H -4.2080 0.9008 -1.6794
H -2.5183 0.1597 -3.3379
H 0.0176 -3.2358 -2.6650
H 0.1469 -4.5809 -0.6994
H 2.2234 -4.3406 2.8158
H 2.1610 -1.8008 2.7187
H 0.6228 -2.7887 -4.9076
H 0.2055 -3.4439 -7.2721
H -3.6212 -1.9889 -7.2077
H -3.4418 -1.2900 -4.8280
```

Output
- total charge = +3
- E (eV) = -55416.570
- highest occupied orbital energy (alpha / beta) (eV) = -16.1 / -16.7
- LUMO (alpha / beta) (eV) = -9.648 / -12.458
- spin multiplicity = 5
- Kohn-Sham gap (alpha / beta) (eV) = 6.5 / 4.2